DFT (ωB97M-V with the def2-TZVPD basis set) results for C24H24BGdN6O4S2 as an isolated structure at a distorted geometry.

Each line ends with the Mulliken spin population.
Element x y z (Å)
Gd  0.1213  0.1633  0.0653  6.44
O  4.5053  1.2687  5.9446  0.00
C  4.8406  0.4775  5.0397  0.00
O  5.8596  -0.2378  4.9188  0.00
C  3.8261  0.3524  3.8769  0.00
C  4.0974  -0.4562  2.7825  -0.01
C  3.1573  -0.5801  1.7745  0.00
N  1.9662  0.0213  1.8118  0.07
C  1.6979  0.8026  2.8702  -0.04
C  2.5994  1.0044  3.9017  -0.01
C  0.2812  1.3680  2.9549  0.02
O  -0.0600  1.9525  3.9730  0.00
O  -0.4839  1.0801  1.9526  0.09
H  5.0425  -0.9813  2.7432  0.00
H  3.3531  -1.1823  0.8953  0.00
H  2.3401  1.6433  4.7337  0.00
N  -0.5736  -1.5868  3.7968  0.00
C  -1.1335  -2.2607  2.7675  0.00
N  -0.9786  -2.0021  1.5019  0.01
C  -1.6333  -2.9566  0.7300  0.02
C  -2.2708  -3.9268  1.4056  0.00
S  -2.0841  -3.6886  3.0984  0.00
C  -1.6085  -2.8416  -0.7414  -0.02
C  -2.1696  -3.7052  -1.6046  0.00
S  -1.9543  -3.1453  -3.2255  -0.01
C  -1.1321  -1.7390  -2.6096  0.00
N  -0.9935  -1.7471  -1.3156  0.00
N  -0.6955  -0.7464  -3.3976  0.00
H  -0.2686  -0.6445  3.6064  0.00
H  -0.9862  -1.7085  4.7045  0.00
H  -2.8615  -4.7432  1.0185  0.00
H  -2.7053  -4.6203  -1.4002  0.00
H  -1.1599  -0.6438  -4.2834  0.00
H  -0.5829  0.1379  -2.8811  -0.03
C  -2.0976  3.8373  -2.2083  0.02
C  -1.6156  3.0045  -1.0095  -0.03
C  -2.8524  2.6248  -0.1896  0.01
C  -0.8812  1.7324  -1.5039  0.43
C  -0.6724  3.8962  -0.1776  0.05
C  0.5507  4.3084  -0.7200  -0.04
C  1.4541  5.0602  0.0090  0.01
C  1.1724  5.4215  1.3267  0.00
C  -0.0383  5.0399  1.8753  0.01
C  -0.9554  4.3026  1.1229  -0.01
H  -2.7490  3.2226  -2.8399  0.00
H  -1.2536  4.1778  -2.8144  0.00
H  -2.6598  4.7212  -1.8752  0.00
H  -3.4829  1.9939  -0.8180  0.00
H  -3.4346  3.5033  0.1272  0.00
H  -2.5762  2.0558  0.6992  0.01
H  -0.3761  2.0117  -2.4456  0.00
H  0.8088  4.0014  -1.7254  0.00
H  2.4019  5.3399  -0.4374  0.00
H  1.8936  5.9776  1.9142  0.00
H  -0.2739  5.2857  2.9053  0.00
H  -1.8848  4.0021  1.5900  0.00
B  3.9271  -0.2137  -3.3652  0.00
C  2.8338  -0.1775  -2.2222  0.00
N  2.0259  -0.1412  -1.3979  0.02
H  4.5983  -1.2225  -3.2310  0.00
H  4.6116  0.7871  -3.2594  0.00
H  3.3288  -0.2257  -4.4300  0.00

Output
<S²>: 16.143
LUMO level (alpha / beta) (Eh): 0.1220 / 0.1222
Total charge: -2
Energy relative to the best compared isomer or geometry (same formula, charge and spin) (kcal/mol): 0.0
Kohn-Sham gap (alpha / beta) (hartree): 0.1503 / 0.1329
2S+1: 8



DFT (ωB97M-V with the def2-TZVPD basis set) results for one molecule with the formula C5H12N2 at a distorted geometry.

Each line ends with the natural charge from an NBO analysis.
Element x y z (Å)
C  -0.9768  -1.2780  -1.0663  -0.56
C  0.0985  -0.5484  -0.7701  0.21
C  1.4711  -0.8597  -1.4629  -0.64
N  0.2022  0.4133  0.1949  -0.30
C  1.1639  1.4916  0.1095  -0.41
N  -1.0465  0.8712  0.8349  -0.47
C  -1.3923  0.0767  2.0004  -0.41
H  -1.9321  -1.1558  -0.5865  0.19
H  -0.9202  -2.0549  -1.8063  0.21
H  1.7550  -0.0231  -2.0981  0.21
H  1.3530  -1.7529  -2.0682  0.22
H  2.2517  -1.0386  -0.7269  0.22
H  1.0923  2.0548  -0.8283  0.18
H  0.9539  2.1671  0.9357  0.23
H  2.1755  1.1051  0.2253  0.20
H  -1.8127  0.8630  0.1609  0.35
H  -1.5645  -0.9851  1.7862  0.18
H  -2.2942  0.4968  2.4460  0.20
H  -0.5778  0.1569  2.7197  0.20

Output
Structure (SMILES): C=C(C)N(C)NC
LUMO level (Eh): 0.0386
Total charge: 0
Energy relative to the best compared isomer or geometry (same formula, charge and spin) (kcal/mol): 48.8
Kohn-Sham gap (hartree): 0.3282



DFT (ωB97M-V with the def2-TZVPD basis set) results for C32H28F8N2O8P2S as an isolated structure at a distorted geometry.

Each line ends with the Löwdin charge.
Element x y z (Å)
N  -2.5026  -5.9109  0.6550  0.18
C  -2.9863  -5.2690  -0.2544  -0.14
O  -3.2179  -4.2560  -1.2562  -0.06
O  -3.7536  -3.2064  -0.5768  -0.24
P  -3.6704  -1.7615  -1.4882  0.60
O  -4.5448  -1.9939  -2.7482  -0.30
O  -4.4424  -0.5518  -0.5826  -0.41
P  -6.0771  -1.1841  -0.3301  0.89
N  -6.5870  -0.9255  1.3393  -0.18
O  -7.2101  -0.2719  -1.2637  -0.29
O  -2.1114  -1.3472  -2.0658  -0.27
S  -0.9176  -1.4094  -0.8908  0.82
O  -0.8564  -2.6812  -0.0995  -0.27
O  0.4058  -1.3007  -1.6330  -0.28
C  -0.9236  0.0064  0.3248  -0.39
F  -1.5675  -0.3682  1.5231  0.08
F  0.4699  0.2313  0.6768  0.05
F  -1.3731  1.2436  -0.2154  0.09
H  -7.6290  -0.8516  1.3324  0.04
H  -6.4245  -1.8414  1.8129  0.04
H  -8.1215  -0.5774  -1.0086  0.06
F  4.3483  4.8968  -2.0107  0.06
C  3.7720  3.6865  -2.0853  -0.29
C  3.4924  2.9924  -0.9180  -0.02
C  2.8903  1.7401  -0.9951  -0.08
C  2.5848  1.1917  -2.2390  -0.08
C  2.8749  1.8958  -3.4047  -0.07
C  3.4667  3.1527  -3.3278  -0.01
H  3.7449  3.4315  0.0405  0.11
H  2.6602  1.1917  -0.0878  0.09
H  2.1190  0.2125  -2.2984  0.08
H  2.6403  1.4661  -4.3720  0.09
H  3.6915  3.7187  -4.2246  0.11
F  -3.4338  -1.9665  3.4922  0.05
C  -2.6458  -2.0258  4.5792  -0.28
C  -3.0528  -2.7698  5.6755  -0.02
C  -2.2343  -2.8351  6.7988  -0.08
C  -1.0233  -2.1468  6.8166  -0.09
C  -0.6272  -1.3987  5.7116  -0.08
C  -1.4401  -1.3421  4.5842  -0.02
H  -4.0022  -3.2921  5.6466  0.12
H  -2.5396  -3.4208  7.6595  0.11
H  -0.3874  -2.1948  7.6951  0.10
H  0.3145  -0.8598  5.7284  0.11
H  -1.1436  -0.7723  3.7124  0.09
F  0.7506  -4.5887  4.0187  0.06
C  1.6739  -4.5488  3.0458  -0.28
C  2.9608  -4.9922  3.3095  -0.02
C  3.9168  -4.9554  2.2990  -0.09
C  3.5776  -4.4655  1.0396  -0.10
C  2.2833  -4.0182  0.7877  -0.07
C  1.3244  -4.0652  1.7944  -0.01
H  3.2084  -5.3623  4.2978  0.11
H  4.9248  -5.3071  2.4924  0.10
H  4.3252  -4.4331  0.2531  0.10
H  2.0214  -3.6330  -0.1926  0.10
H  0.3104  -3.7296  1.6134  0.09
F  -2.2602  3.7903  5.3653  0.06
C  -1.4680  4.0514  4.3146  -0.29
C  -0.8039  3.0087  3.6868  -0.01
C  0.0143  3.2779  2.5934  -0.08
C  0.1663  4.5896  2.1484  -0.09
C  -0.5016  5.6291  2.7899  -0.08
C  -1.3279  5.3584  3.8756  -0.02
H  -0.9288  1.9961  4.0536  0.11
H  0.5324  2.4678  2.0906  0.09
H  0.8077  4.8005  1.2982  0.10
H  -0.3784  6.6501  2.4441  0.11
H  -1.8623  6.1542  4.3813  0.12
F  1.3033  2.1279  -6.1570  0.05
C  2.0938  2.3961  -7.2082  -0.29
C  2.7643  1.3589  -7.8380  -0.02
C  3.5798  1.6363  -8.9307  -0.08
C  3.7237  2.9491  -9.3740  -0.10
C  3.0494  3.9833  -8.7306  -0.08
C  2.2252  3.7052  -7.6448  -0.02
H  2.6465  0.3448  -7.4737  0.12
H  4.1031  0.8312  -9.4357  0.11
H  4.3637  3.1652  -10.2238  0.10
H  3.1658  5.0057  -9.0746  0.11
H  1.6857  4.4966  -7.1375  0.12

Output
LUMO level (Eh): -0.0592
Total charge: 0
Energy relative to the best compared isomer or geometry (same formula, charge and spin) (kcal/mol): 118.7
Kohn-Sham gap (hartree): 0.2739



DFT (ωB97M-V with the def2-TZVPD basis set) results for a 2-piece molecular cluster, C20H14Cl2N2O4 overall at a distorted geometry.

Each line ends with the natural charge from an NBO analysis.
Element x y z (Å)
Cl  -6.4256  1.6410  -2.1665  0.07
C  -4.7989  1.0927  -2.0930  0.05
C  -4.5172  -0.2667  -2.0148  -0.24
C  -3.2217  -0.7063  -1.9717  -0.06
C  -2.1319  0.2015  -2.0101  -0.19
C  -0.8254  -0.3516  -1.9789  0.10
C  0.4813  0.2026  -1.9683  -0.17
C  1.5711  -0.7055  -1.9826  -0.08
C  2.8667  -0.2629  -1.9951  -0.25
C  3.1469  1.0989  -1.9913  0.04
Cl  4.7740  1.6513  -1.9836  0.07
C  2.1026  2.0152  -1.9723  -0.26
C  0.8020  1.5834  -1.9498  -0.06
C  -2.4543  1.5796  -2.0944  -0.04
C  -3.7548  2.0087  -2.1285  -0.26
H  -5.3392  -0.9596  -1.9904  0.24
H  -3.0176  -1.7626  -1.9039  0.23
H  -0.8251  -1.4299  -1.9741  0.22
H  1.3678  -1.7637  -1.9917  0.23
H  3.6891  -0.9549  -2.0194  0.24
H  2.3395  3.0661  -1.9849  0.24
H  0.0318  2.3240  -1.8988  0.20
H  -1.6835  2.3185  -2.1596  0.20
H  -3.9929  3.0579  -2.1881  0.24
C  -0.8459  0.3494  1.9764  -0.24
N  -2.0217  -0.3978  1.7249  0.47
O  -3.0422  0.2160  1.3649  -0.50
O  -2.0186  -1.6363  1.8451  -0.50
C  0.3465  -0.2057  2.4301  0.05
C  0.4053  -1.5539  2.8435  -0.27
C  1.5707  -2.1268  3.2537  -0.16
C  2.7429  -1.3883  3.2518  -0.03
N  3.9894  -2.0176  3.6366  0.52
O  5.0376  -1.3698  3.5260  -0.41
O  3.9557  -3.1794  4.0590  -0.40
C  2.7238  -0.0569  2.8612  -0.18
C  1.5528  0.5371  2.4789  -0.26
H  -0.8951  1.3957  1.7484  0.20
H  -0.4974  -2.1350  2.8256  0.26
H  1.6047  -3.1589  3.5654  0.24
H  3.6599  0.4797  2.8377  0.24
H  1.5469  1.5710  2.1826  0.21

Output
LUMO level (Eh): -0.1271
Total charge: 0
Energy relative to the best compared isomer or geometry (same formula, charge and spin) (kcal/mol): 6.2
Kohn-Sham gap (hartree): 0.1150



DFT (ωB97M-V with the def2-TZVPD basis set) results for an isolated ion of composition C5H12NO and charge -2 at a distorted geometry.

Each line ends with the natural charge from an NBO analysis.
Element x y z (Å)
C  -0.2230  0.2958  -0.8945  -0.24
N  -1.0706  0.9571  0.1208  -0.70
C  -1.9184  -0.1779  0.7871  0.12
O  -2.6943  -0.8049  -0.1194  -0.98
C  0.8346  -0.7567  -0.5076  -0.42
C  1.8088  -0.3287  0.5641  -0.47
C  2.8206  0.7004  0.1207  -1.34
H  0.2995  1.1273  -1.4014  0.16
H  -0.9981  -0.1057  -1.6012  0.19
H  -1.7726  1.4966  -0.3839  0.32
H  -2.3633  0.3407  1.6687  0.06
H  -1.1392  -0.8253  1.2614  0.07
H  0.3118  -1.7493  -0.3778  0.20
H  1.4003  -0.7551  -1.4767  0.19
H  2.3665  -1.2336  0.8837  0.17
H  1.2453  -0.2037  1.4918  0.20
H  2.3725  1.7058  0.0341  0.18
H  3.6033  0.9188  0.8757  0.14
H  3.3205  0.4693  -0.8285  0.16

Output
<S²>: 0.751
LUMO level (alpha / beta) (Eh): 0.2577 / 0.2550
Total charge: -2
Energy relative to the best compared isomer or geometry (same formula, charge and spin) (kcal/mol): 12.1
Kohn-Sham gap (alpha / beta) (hartree): 0.1072 / 0.2586
2S+1: 2



DFT (ωB97M-V with the def2-TZVPD basis set) results for C29H37AsF6MnN4O4PS2Sb as an isolated structure at a distorted geometry.

Each line ends with the Mulliken spin population.
Element x y z (Å)
Mn  -2.0978  0.8098  0.0386  3.41
F  -3.7221  1.1158  1.8304  0.00
C  -4.7652  0.2055  1.7546  0.00
F  -5.8794  0.8408  1.9286  0.00
F  -4.5585  -0.7110  2.6621  0.00
S  -4.7157  -0.5476  0.0166  -0.01
O  -3.8795  0.4463  -0.7206  -0.03
O  -6.0247  -0.7677  -0.4346  0.00
N  -3.8389  -1.8718  0.1832  0.00
S  -2.3553  -1.9077  0.5615  0.00
O  -1.3530  -1.8151  -0.5756  0.00
O  -1.9303  -0.9228  1.5806  -0.02
C  -2.2668  -3.6868  1.2324  0.00
F  -3.4271  -4.0467  1.6675  0.00
F  -1.8554  -4.4496  0.2404  0.00
F  -1.3621  -3.6633  2.2015  0.00
C  2.6633  3.2022  1.3807  0.00
N  1.6659  3.1229  2.5511  0.00
C  0.9535  4.4904  2.6393  0.00
N  0.3223  4.7781  1.4030  0.00
C  1.2962  4.8415  0.3159  0.00
N  1.9876  3.5568  0.1823  0.00
C  1.1388  2.5060  -0.3550  -0.01
P  -0.2933  2.1720  0.7881  -0.21
C  0.6911  1.9967  2.3629  -0.01
C  -0.8234  3.9374  1.1122  0.00
H  3.1466  2.2289  1.2921  0.00
H  3.4016  3.9570  1.6515  0.00
H  2.1798  2.9726  3.4240  0.00
H  1.7290  5.2247  2.8588  0.00
H  0.2468  4.4504  3.4675  0.00
H  2.0215  5.6283  0.5213  0.00
H  0.7922  5.0761  -0.6186  0.00
H  1.7176  1.5901  -0.4967  0.01
H  0.7498  2.8058  -1.3288  -0.01
H  1.2474  1.0564  2.3625  0.00
H  0.0072  1.9903  3.2141  0.00
H  -1.5146  3.9488  1.9587  0.00
H  -1.3607  4.3295  0.2510  0.00
C  3.6494  0.3107  -2.8797  0.00
C  3.9724  -0.0122  -1.5693  0.00
C  3.0686  -0.7155  -0.7805  0.00
C  1.8459  -1.1003  -1.3452  0.01
C  1.5065  -0.7671  -2.6616  -0.01
C  2.4178  -0.0549  -3.4215  0.00
Sb  0.8966  -2.5863  -0.2903  0.01
C  0.8081  -4.3313  -1.3257  0.00
C  0.5117  -4.3201  -2.6974  0.00
C  0.5528  -5.5206  -3.3781  0.00
C  0.8587  -6.7004  -2.6998  0.00
C  1.1418  -6.6976  -1.3377  0.00
C  1.0929  -5.5133  -0.6235  0.00
C  1.7540  -2.7483  1.5936  0.00
C  2.8416  -3.6245  1.6364  0.00
C  3.4955  -3.7851  2.8524  0.00
C  3.0570  -3.1055  3.9806  0.00
C  1.9654  -2.2457  3.9127  0.00
C  1.2933  -2.0598  2.7136  0.00
H  4.3669  0.8398  -3.4926  0.00
H  4.9372  0.2617  -1.1636  0.00
H  3.3349  -0.9863  0.2345  0.00
H  0.5531  -1.0495  -3.0901  0.00
H  2.1806  0.1992  -4.4460  0.00
H  0.2619  -3.4091  -3.2237  0.00
H  0.3387  -5.5461  -4.4379  0.00
H  0.8590  -7.6384  -3.2398  0.00
H  1.3831  -7.6212  -0.8290  0.00
H  1.2790  -5.5171  0.4428  0.00
H  3.2005  -4.1546  0.7634  0.00
H  4.3423  -4.4559  2.9115  0.00
H  3.5618  -3.2583  4.9251  0.00
H  1.6220  -1.7373  4.8039  0.00
H  0.4085  -1.4356  2.6732  0.00
C  -1.5093  4.0025  -2.5146  -0.01
As  -2.6203  2.6324  -1.7089  -0.11
C  -3.4307  1.9437  -3.3204  -0.01
C  -4.0358  3.6743  -0.8774  0.00
H  -2.1774  4.5303  -3.1981  -0.01
H  -0.7011  3.5669  -3.1009  0.00
H  -1.1187  4.7279  -1.8060  0.00
H  -3.9359  2.7824  -3.8021  0.00
H  -4.1539  1.1654  -3.0980  0.00
H  -2.6625  1.5580  -3.9889  0.00
H  -4.9876  3.3344  -1.2837  0.00
H  -3.9035  4.7278  -1.1209  0.00
H  -4.0573  3.5491  0.2040  0.00

Output
<S²>: 3.827
LUMO level (alpha / beta) (Eh): -0.4639 / -0.4643
Total charge: +4
Energy relative to the best compared isomer or geometry (same formula, charge and spin) (kcal/mol): 67.9
Kohn-Sham gap (alpha / beta) (hartree): 0.2484 / 0.2479
2S+1: 4



Q: Among the records above, which one has the highest total charge?
A: C29H37AsF6MnN4O4PS2Sb